1.
This record from the OMol25 dataset describes C6H15N4O4Sn as an isolated structure at a distorted geometry. The level of theory is ωB97M-V/def2-TZVPD.

The geometry in XYZ format:
```
30
Properties=species:S:1:pos:R:3:forces:R:3:nbo_charge:R:1
Sn 0.6008 0.5809 -0.3107 -0.2353 -1.1590 -0.6598 1.5764
N 0.6241 -0.2887 -2.9041 0.2143 0.1139 0.0537 -0.8692
C 0.1773 -1.6866 -2.9170 0.0017 -0.4513 0.4713 -0.3543
C 0.2653 -2.3616 -1.5213 -0.0139 -0.0097 -0.9732 0.7769
O 0.1916 -3.5572 -1.4396 -0.0480 -0.1693 -0.0256 -0.5784
O 0.4117 -1.5624 -0.5063 0.1938 1.7796 1.1134 -0.9115
H 0.2504 0.1936 -3.7196 0.1113 0.0789 0.2297 0.3924
H 1.6385 -0.2835 -3.0161 -0.1895 0.1169 -0.0902 0.3803
H 0.7493 -2.3090 -3.6121 -0.1450 0.0777 0.0903 0.2261
H -0.8736 -1.7405 -3.2077 0.0538 0.0604 -0.0597 0.2177
C 3.0304 -1.7169 2.3574 -0.0986 -0.1418 -0.0383 -0.7139
C 3.2759 -0.3202 1.9010 0.0201 -0.0767 0.0034 0.7194
N 4.4756 0.2058 2.1232 0.3195 0.2561 0.0203 -0.7605
O 2.4087 0.3491 1.3144 -0.2566 0.0375 -0.1958 -0.7609
H 3.8502 -2.1114 2.9487 0.0253 -0.0566 0.0466 0.2277
H 2.8823 -2.3413 1.4771 -0.0129 -0.0488 -0.0413 0.2664
H 2.1060 -1.7542 2.9287 -0.0159 0.0291 0.0439 0.2575
H 5.2084 -0.2954 2.5970 -0.1074 -0.0140 -0.0155 0.4148
H 4.6614 1.1480 1.8094 -0.0257 -0.1172 0.0513 0.4158
C -3.1924 2.5274 1.8411 0.3869 -0.0494 0.1868 -0.4135
N -3.6807 2.0524 0.5624 -0.2662 0.0035 -0.0080 -0.5866
C -2.8834 1.4296 -0.3102 -0.0396 0.0934 -0.0876 0.8113
N -3.4191 0.9980 -1.4669 -0.0358 -0.2149 -0.3153 -0.8027
O -1.6593 1.2922 -0.0865 0.3176 -0.2440 0.1561 -0.8084
H -3.9755 3.0906 2.3388 -0.0282 0.0000 -0.0547 0.2254
H -2.3236 3.1709 1.6937 -0.1091 -0.0028 0.0466 0.2159
H -2.8957 1.6893 2.4759 -0.0485 0.0891 0.0000 0.2091
H -4.6640 2.1467 0.3630 0.1411 -0.0514 -0.0436 0.4078
H -4.4083 1.0102 -1.6446 0.0382 -0.0143 0.0130 0.4082
H -2.8321 0.4440 -2.0693 -0.1473 0.0852 0.0822 0.4105
```
Positions in Å, forces in eV/Å.

Calculated values
ΔE to the lowest compared entry with this formula, charge and spin = 10.4 kcal/mol
Total charge = +1
LUMO energy = -3.21 eV
Orbital gap = 9.1 eV

***

2.
This record from the OMol25 dataset describes C26H37N6O5Os as an isolated structure at a distorted geometry. The level of theory is ωB97M-V/def2-TZVPD.

The geometry in XYZ format:
```
75
Properties=species:S:1:pos:R:3:forces:R:3:lowdin_spin:R:1
Os 0.6587 -0.0079 0.9049 -0.8515 0.6461 -0.6732 2.3885
C 1.7296 -2.7915 4.2737 -0.1718 -0.0312 0.0507 0.0103
O 3.1305 -2.8463 3.9437 0.0099 0.0688 -0.0069 0.1978
C 3.7281 -2.2509 2.9546 0.0273 -0.0707 0.0343 0.1928
C 5.1266 -2.5035 2.8966 0.0528 0.0129 -0.0270 0.0660
C 5.8918 -1.9622 1.9122 -0.0031 -0.0588 0.0932 0.0668
C 5.2861 -1.1512 0.9328 -0.1359 0.0717 -0.0692 0.2143
C 3.9188 -0.8580 0.9436 0.0973 -0.0540 0.1242 0.0129
C 3.4218 -0.0643 -0.1463 -0.0321 0.1771 -0.2123 0.0707
N 2.2023 0.3485 -0.3104 0.0578 -0.2082 0.3440 -0.0145
N 1.9556 1.0631 -1.4658 -0.1871 0.1221 -0.2117 -0.0007
C 0.7499 1.5604 -1.4615 0.2701 -0.1267 -0.0418 -0.0023
O -0.0746 1.3799 -0.4526 0.0772 -0.1086 0.5149 0.0662
C 0.2901 2.3336 -2.6209 -0.0648 0.0587 -0.0834 0.0001
C 1.2142 2.8963 -3.5040 -0.0170 -0.0292 0.0919 -0.0022
C 0.7691 3.6083 -4.6041 -0.0256 0.0115 -0.0245 0.0003
C -0.5933 3.7532 -4.8373 0.0337 -0.0057 -0.0042 -0.0025
C -1.5168 3.1883 -3.9657 -0.0306 0.0066 -0.0288 0.0001
C -1.0781 2.4842 -2.8576 0.0309 -0.0287 0.0185 -0.0014
C 3.0975 -1.3835 1.9706 -0.0581 0.1477 -0.2201 0.1500
O 1.8269 -1.1352 2.0649 0.1045 -0.3095 0.5531 0.2471
H 1.6432 -3.3567 5.1951 0.0384 -0.0144 -0.0079 -0.0004
H 1.1484 -3.2687 3.4868 0.0369 -0.0064 -0.0153 0.0053
H 1.4173 -1.7618 4.4293 0.0518 0.0045 0.0025 0.0050
H 5.5458 -3.1406 3.6642 -0.0283 -0.0092 0.0105 0.0000
H 6.9535 -2.1613 1.8756 0.0054 0.0337 -0.0361 0.0006
H 5.8946 -0.7359 0.1385 0.0204 -0.0285 0.0021 0.0083
H 4.1149 0.2161 -0.9341 0.0140 -0.0158 0.0095 0.0007
H 2.2716 2.7855 -3.3092 0.0070 0.0002 -0.0239 -0.0001
H 1.4846 4.0573 -5.2790 -0.0013 0.0005 -0.0040 0.0001
H -0.9368 4.3098 -5.6989 0.0023 0.0122 0.0041 -0.0001
H -2.5760 3.3072 -4.1517 -0.0045 -0.0018 0.0020 0.0001
H -1.7953 2.0258 -2.1880 -0.0035 0.0023 0.0059 0.0003
N -2.8761 1.3331 0.5246 -0.0460 0.0362 0.0255 -0.0003
C -3.2058 1.5586 1.9818 0.0769 0.0367 0.1580 0.0002
C -2.3116 2.6227 2.6275 0.1101 -0.0731 -0.1009 0.0004
C -0.9625 2.1757 3.2194 -0.0490 0.0172 0.0706 0.0115
N 0.1321 2.0534 2.2172 -0.0309 -0.1026 0.0276 0.1356
C -1.0777 0.8758 4.0092 -0.0019 -0.0095 -0.0683 0.0008
C -1.8375 -0.2258 3.2815 -0.0426 0.1663 0.0716 0.0046
N -1.0178 -0.8296 2.1846 0.4060 -0.1322 -0.0668 0.0146
C -3.2014 0.2623 2.7860 0.0742 -0.0800 -0.1346 0.0004
H -2.9917 2.2005 -0.0031 -0.0528 0.0111 0.0051 0.0001
H -3.4689 0.6220 0.0721 0.1546 -0.0032 -0.0194 0.0000
H -1.9125 1.0371 0.3534 0.1960 -0.0748 -0.1218 0.0007
H -4.2259 1.9392 1.9490 -0.0072 0.0157 0.0655 0.0000
H -2.8876 3.0047 3.4725 -0.0247 0.0475 -0.0203 0.0002
H -2.1779 3.4778 1.9581 0.0230 0.0056 0.0172 0.0000
H -0.6835 2.9615 3.9248 0.0172 0.0281 -0.0335 0.0042
H 1.0144 2.1470 2.7161 -0.0212 0.0631 0.0294 0.0039
H 0.1028 2.8377 1.5692 0.0125 -0.0677 -0.0671 0.0022
H -1.5882 1.0795 4.9520 -0.0179 -0.0091 0.0000 0.0001
H -0.0755 0.5222 4.2684 -0.0143 0.0187 0.0685 -0.0002
H -2.0450 -1.0168 4.0041 0.0018 -0.0506 -0.0502 0.0004
H -1.6225 -1.2682 1.4884 0.0004 0.0179 -0.0315 0.0007
H -0.4944 -1.6069 2.5890 -0.0602 0.0403 0.0792 0.0041
H -3.7968 0.4609 3.6790 -0.0440 -0.0101 -0.0072 0.0002
H -3.7293 -0.5322 2.2500 0.0128 -0.0064 0.0085 0.0000
O -2.7338 -0.5206 -1.6732 -0.1551 0.0498 -0.0584 0.0215
C -1.5934 -0.9726 -1.5164 -0.0032 0.2314 0.0363 0.0131
O -1.0313 -1.1159 -0.3871 0.2264 -0.3909 -0.2127 0.1011
C -0.7990 -1.3413 -2.7826 -0.0444 -0.0033 0.2509 -0.0001
N -1.7724 -1.3061 -3.9360 -0.0435 0.1294 0.0181 0.0000
C -1.9380 -2.7176 -4.4359 0.0768 -0.1684 -0.0667 0.0000
C -0.5776 -3.3351 -4.1547 0.0082 0.0748 0.0507 0.0000
C -0.1950 -2.7539 -2.7873 -0.0602 -0.0725 -0.0651 -0.0002
H -0.0547 -0.5590 -2.9381 0.0306 -0.0421 -0.0547 0.0001
H -1.4460 -0.6998 -4.6871 0.0471 0.0143 0.0362 0.0000
H -2.6368 -0.8959 -3.5405 -0.0059 -0.0643 -0.0666 0.0001
H -2.2191 -2.7048 -5.4853 -0.0575 0.0433 0.0147 0.0000
H -2.7312 -3.1851 -3.8551 -0.0034 0.0449 0.0353 0.0000
H 0.1387 -3.0283 -4.9189 -0.0023 -0.0124 -0.0099 0.0000
H -0.6197 -4.4213 -4.1549 -0.0065 -0.0018 -0.0077 0.0000
H 0.8822 -2.7303 -2.6412 -0.0111 0.0247 0.0278 0.0000
H -0.6325 -3.3423 -1.9804 0.0091 -0.0118 -0.0044 -0.0001
```
Positions in Å, forces in eV/Å.

Calculated values
ΔE to the lowest compared entry with this formula, charge and spin = 12.8 kcal/mol
<S²> = 6.050
Multiplicity = 5
Total charge = +3
LUMO energy (spin up / spin down) = -8.59 / -10.86 eV
Orbital gap (spin up / spin down) = 7.5 / 5.3 eV

***

3.
This record from the OMol25 dataset describes one molecule with the formula H12OSi6 at a distorted geometry. The level of theory is ωB97M-V/def2-TZVPD.

The geometry in XYZ format:
```
19
Properties=species:S:1:pos:R:3:forces:R:3:nbo_charge:R:1
O 3.1828 -0.0662 0.6091 -1.9348 3.8168 -0.8478 -1.0986
Si -2.4937 0.3425 0.2120 -0.4860 -1.8353 -0.9118 0.1868
Si -1.4717 -1.8440 -0.2071 -2.1822 1.1564 -2.7437 0.2094
Si -1.1375 2.2274 -0.1067 -0.9386 0.6785 -0.1219 0.1915
Si 0.7148 -2.0470 0.0563 1.4705 -2.0248 1.6789 0.0458
Si 1.1515 2.0289 -0.0850 -0.6733 -1.4438 -1.0472 0.2482
Si 1.9553 -0.1777 -0.4292 1.2394 0.6248 -3.5856 0.8628
H 3.6992 -0.6959 0.9474 2.9714 -3.8680 1.8680 0.4985
H -3.9682 -0.0526 -0.1747 1.1761 0.9931 -0.5054 -0.0683
H -2.8083 0.1405 1.5660 0.1461 0.0109 1.9602 -0.1401
H -2.2734 -2.6590 0.6647 -0.3328 -0.6713 0.4621 -0.1093
H -1.8576 -2.2839 -1.8014 0.6519 0.5891 2.2339 -0.0912
H -1.5607 2.5675 -1.4786 0.1583 0.2626 -0.2253 -0.1111
H -1.4367 3.4265 0.7664 -0.1701 -0.5101 -0.2324 -0.0919
H 1.1848 -2.4375 1.4926 -0.6215 0.9766 -0.4978 -0.0824
H 1.0497 -3.4802 -0.2968 0.1340 0.6169 -0.8806 -0.0713
H 1.6950 3.0745 -0.9250 0.2669 0.2937 -0.5088 -0.0938
H 1.6690 2.1780 1.2050 0.4751 0.3899 1.7234 -0.1164
H 2.7057 -0.2419 -2.0151 -1.3503 -0.0562 2.1818 -0.1685
```
Positions in Å, forces in eV/Å.

Calculated values
ΔE to the lowest compared entry with this formula, charge and spin = 19.7 kcal/mol
Structure (SMILES) = O[SiH]1[SiH2][SiH2][SiH2][SiH2][SiH2]1
LUMO energy = -0.13 eV
Orbital gap = 9.3 eV

***

4.
This record from the OMol25 dataset describes one molecule with the formula C4H7NO at a distorted geometry. The level of theory is ωB97M-V/def2-TZVPD.

The geometry in XYZ format:
```
13
Properties=species:S:1:pos:R:3:forces:R:3:nbo_charge:R:1
O -2.5260 0.8341 0.8575 0.2446 0.2497 0.3638 -0.6726
C -1.7422 -0.2317 0.5042 0.3953 -0.2752 -0.2601 0.0959
C -0.4455 -0.1331 0.8207 -0.0435 -0.3715 0.0784 -0.1663
N 0.6553 -0.7688 0.2131 -0.1394 -0.2143 0.1011 -0.4072
C 0.8505 -0.5041 -1.2037 -0.0031 -0.1241 -0.2847 -0.2484
C 1.7401 0.1155 -0.1944 0.2412 0.0809 0.0445 -0.2487
H -2.2679 -1.0309 -0.0101 0.2757 0.2354 -0.2936 0.1890
H -0.2300 0.4495 1.7150 0.2526 0.4605 -0.3412 0.1898
H -1.8145 1.4996 0.8806 -1.1188 0.3426 0.3388 0.4776
H 0.1419 0.1649 -1.6985 0.0775 -0.2323 0.1888 0.1942
H 1.1752 -1.3539 -1.7955 0.0254 0.1269 0.0560 0.2036
H 2.7422 -0.2640 -0.0172 -0.1415 0.0295 -0.0552 0.2035
H 1.6234 1.1924 -0.0422 -0.0660 -0.3084 0.0630 0.1896
```
Positions in Å, forces in eV/Å.

Calculated values
ΔE to the lowest compared entry with this formula, charge and spin = 78.9 kcal/mol
Structure (SMILES) = O/C=C/N1CC1
LUMO energy = 0.93 eV
Orbital gap = 8.9 eV

***

5.
This record from the OMol25 dataset describes a 2-piece molecular cluster, C2H8OS overall at a distorted geometry. The level of theory is ωB97M-V/def2-TZVPD.

The geometry in XYZ format:
```
12
Properties=species:S:1:pos:R:3:forces:R:3:nbo_charge:R:1
C 2.0142 -0.1126 -0.3151 1.0869 0.8185 0.6195 -0.6973
S 2.0602 1.0340 1.1498 -0.4777 -1.0989 -0.0027 -0.0774
H 1.6369 0.4581 -1.1533 -0.4190 -0.3476 -0.0821 0.2326
H 3.0424 -0.4062 -0.5228 -0.1055 -0.1351 -0.0370 0.2106
H 1.4384 -0.9684 0.0058 -0.2294 -0.0412 -0.5779 0.2207
H 1.5951 0.0293 1.9405 0.3176 0.7161 0.1017 0.1149
C -2.2959 -0.0375 -0.2516 -0.5193 -0.4203 -1.3516 -0.2590
O -0.9092 0.1638 -0.4613 -0.3955 -0.0160 0.4765 -0.7171
H -2.7651 0.0500 -1.2372 0.0307 0.0889 0.0878 0.1795
H -2.5036 -1.0791 0.0486 -0.0410 0.4802 0.4259 0.1630
H -2.7658 0.7303 0.3701 0.1638 -0.2813 0.2954 0.1692
H -0.5477 0.1383 0.4263 0.5885 0.2366 0.0446 0.4604
```
Positions in Å, forces in eV/Å.

Calculated values
ΔE to the lowest compared entry with this formula, charge and spin = 21.4 kcal/mol
Structure (SMILES) = CO.CS
LUMO energy = 0.74 eV
Orbital gap = 9.9 eV